[1]
Below is an isolated ion of composition C3H4NO and charge +1 at a distorted geometry, with properties calculated with ωB97M-V with the def2-TZVPD basis set.

For the highest occupied orbital energy (alpha / beta), the calculation gives -0.5651 / -0.5652 Ha. Its spin multiplicity is 1. As for the energy above the lowest of the compared OMol25 structures with the same formula, charge and spin: 350.48 kJ/mol. Its total charge is +1.

```
9
Properties=species:S:1:pos:R:3:mulliken_charge:R:1
O 1.293 0.436 -0.604 -0.139
N -0.668 -0.211 0.128 0.129
C -0.236 0.570 1.077 0.178
C 0.267 -0.453 -0.793 -0.327
C 0.974 1.248 0.568 -0.095
H -1.533 -0.579 0.195 0.152
H 0.509 -1.524 -0.808 0.351
H -0.710 0.824 2.019 0.382
H 0.104 -0.310 -1.782 0.368
```

=====

[2]
Below is C3H4NO2 as an isolated structure at a distorted geometry, with properties calculated with ωB97M-V with the def2-TZVPD basis set.

For the highest occupied orbital energy, the calculation gives -0.5789 Ha. Its spin multiplicity is 1. As for the energy above the lowest of the compared OMol25 structures with the same formula, charge and spin: 104.75 kJ/mol. Its total charge is +1.

```
10
Properties=species:S:1:pos:R:3:mulliken_charge:R:1
O -0.205 -0.902 -1.663 -0.252
O -3.380 0.356 0.394 -0.095
N 1.612 -0.352 0.009 -0.670
C -0.888 0.403 0.266 -0.758
C -0.208 -0.291 -0.697 1.012
C -2.256 0.333 0.285 0.480
H 1.411 0.232 0.915 0.319
H -0.358 0.985 1.053 0.326
H 2.077 0.389 -0.555 0.348
H 2.194 -1.153 -0.008 0.290
```

=====

Energy: -246.2586; -321.6265 (Eh)